{
  "formula": "C34H77Cl8N3O4",
  "method": "ωB97M-V/def2-TZVPD",
  "total_energy_ev": -149345.448,
  "homo_lumo_gap_ev": 9.0057,
  "smiles": "CCN(CC)CC.CCN(CC)CC.CCN(CC)CC.CCOC(C)=O.CCOC(C)=O.ClCCCl.ClCCCl.ClCCCl.ClCCCl",
  "elements": ["Cl", "Cl", "Cl", "Cl", "Cl", "Cl", "Cl", "Cl", "O", "O", "O", "O", "N", "N", "N", "C", "C", "C", "C", "C", "C", "C", "C", "C", "C", "C", "C", "C", "C", "C", "C", "C", "C", "C", "C", "C", "C", "C", "C", "C", "C", "C", "C", "C", "C", "C", "C", "C", "C", "H", "H", "H", "H", "H", "H", "H", "H", "H", "H", "H", "H", "H", "H", "H", "H", "H", "H", "H", "H", "H", "H", "H", "H", "H", "H", "H", "H", "H", "H", "H", "H", "H", "H", "H", "H", "H", "H", "H", "H", "H", "H", "H", "H", "H", "H", "H", "H", "H", "H", "H", "H", "H", "H", "H", "H", "H", "H", "H", "H", "H", "H", "H", "H", "H", "H", "H", "H", "H", "H", "H", "H", "H", "H", "H", "H", "H"],
  "positions_angstrom": [[6.8935, -4.9953, 1.0397], [5.4455, -0.8946, -3.5533], [4.2228, -2.9236, 0.9627], [4.0149, 2.1788, -3.0505], [0.0456, -6.4303, 1.8076], [0.5095, 0.4418, -4.2550], [0.0224, -7.2645, -1.4456], [-2.2867, 1.7738, -5.9391], [4.6707, 0.3336, 0.9681], [6.7086, -0.1123, 1.7227], [-0.2715, 3.6242, 0.7156], [-0.6108, 2.9601, -1.3840], [-2.0361, 0.8188, 4.2428], [-4.9695, 1.8328, -1.9545], [-0.2863, -2.4195, -0.5957], [-0.2992, -5.2875, 0.4985], [7.1310, 0.2302, 0.3302], [-4.6721, 3.0717, -1.1757], [0.6765, -2.1987, -1.6885], [-3.9250, 1.4633, 2.7350], [0.1519, 3.2393, -0.4835], [-3.2774, 0.3268, 3.5426], [-0.4922, 1.8195, -6.3399], [3.6596, 0.7169, -2.1288], [0.4546, 1.9323, -5.2010], [-2.6513, 0.1751, 6.6189], [5.3958, -0.0021, 1.8897], [-4.0659, 4.2373, -1.9914], [3.7765, -0.5108, -3.0274], [-5.5678, 0.7440, -1.0946], [-2.7844, -2.4208, -0.3436], [6.6032, -3.5334, 0.0722], [-0.8772, 0.7716, 3.3578], [5.1966, -3.5034, -0.4505], [-1.7094, -0.0788, 5.4133], [1.6528, 3.1358, -0.4059], [-6.8077, 1.1191, -0.3486], [0.3427, 1.5690, 3.8480], [-1.5053, -1.6617, -0.8593], [-3.6440, 1.2608, -2.4099], [-1.9523, 4.5132, 2.1635], [-3.8621, 0.0686, -3.2616], [-1.0012, -6.0396, -0.6193], [1.1247, -0.8578, 0.8713], [0.2594, -2.1302, 0.7155], [8.6168, 0.0367, 0.1583], [0.3357, -3.1261, -2.9229], [-1.6942, 3.8667, 0.8197], [4.9592, -0.5540, 3.2300], [-3.9967, -0.0979, 4.2735], [-0.5376, -0.2849, 3.3535], [3.8716, -0.7040, 3.0996], [-0.9771, -4.5928, 1.0077], [6.8600, -2.6137, 0.6700], [7.2187, -3.5668, -0.8179], [-2.9651, -3.3428, -0.9786], [-7.4566, 1.7504, -0.9609], [-1.2040, 1.1340, 2.3983], [2.1178, 2.9357, -1.4059], [-4.8291, 0.4153, -0.3091], [-1.2709, -5.3219, -1.3790], [-4.8623, 1.0710, 2.3254], [-1.4554, -0.6290, -0.4357], [4.8188, -4.5019, -0.7392], [1.9733, 4.0896, 0.0003], [-0.5660, -2.1891, 1.5275], [-6.6563, 1.6844, 0.5829], [-1.8705, -6.6107, -0.2776], [1.6970, -2.4064, -1.4263], [-0.7325, -2.9988, -3.2527], [8.8500, -1.0733, 0.1643], [6.5649, -0.4146, -0.3229], [-1.6868, -1.5614, -1.9335], [-4.2216, 2.8575, -0.1498], [-3.9625, 2.3674, 3.3273], [5.0495, -2.7918, -1.3287], [-2.6563, -0.6364, 7.4062], [-3.2587, 2.0194, -3.0530], [1.2885, -0.5631, 1.8870], [-2.9366, -0.0984, -3.8345], [-0.7153, 0.0704, 5.7949], [-1.4060, 5.4500, 2.3335], [-2.9560, 1.1115, -1.5911], [-3.0514, -0.4115, 2.7724], [1.4685, 2.0595, -5.6584], [4.4209, 0.7432, -1.3754], [-4.3594, 5.1195, -1.4688], [-3.6935, 0.1296, 6.2979], [-0.2384, 0.8612, -6.8057], [2.6964, 0.7542, -1.6964], [-3.9990, -0.8644, -2.6889], [0.5308, -0.0244, 0.3564], [-5.8541, -0.0051, -1.8452], [-2.1818, 2.8927, 0.6773], [1.8351, 2.3038, 0.2576], [-2.3769, 1.1034, 7.0627], [0.5665, -4.1487, -2.6888], [3.3380, -1.3171, -2.4577], [-3.6540, -1.8427, -0.4713], [0.5767, -1.2098, -2.1309], [-4.5630, 4.2884, -2.9980], [2.0889, -0.9587, 0.3809], [-3.2044, 1.6986, 1.9285], [-3.0673, 4.7153, 2.3157], [-5.7195, 3.3798, -0.8830], [-3.0077, 4.1429, -2.1402], [1.3155, 1.3379, 3.3193], [0.4081, 1.2541, 4.9341], [-0.3238, 2.6579, -7.0240], [0.6464, -4.9171, 0.1311], [3.0773, -0.5181, -3.8484], [9.2294, 0.4932, 0.8691], [-2.1301, 4.4390, -0.0492], [-1.5364, 3.9301, 2.9449], [-7.3200, 0.1663, -0.0440], [6.8381, 1.2783, 0.1365], [5.1493, 0.1233, 4.0957], [-4.7129, 0.2998, -3.8793], [-2.6480, -2.6774, 0.7377], [0.8531, -3.0403, 1.0248], [8.8771, 0.4863, -0.8250], [0.8585, -2.6926, -3.7407], [-1.7468, -1.1822, 5.0549], [5.4887, -1.5122, 3.3120], [0.2022, 2.6501, 3.8169], [0.1723, 2.7401, -4.4567]],
  "mulliken_charge": [-0.182, -0.192, -0.147, -0.238, -0.223, -0.053, -0.201, -0.166, -0.271, -0.372, -0.296, -0.502, 0.217, -0.310, 1.374, 0.529, 0.087, 0.470, 0.100, -0.225, 0.589, -0.451, -0.583, 1.001, -0.394, -1.215, 0.530, -1.739, 0.568, 0.498, -1.427, -0.144, 0.183, -0.206, -0.423, -0.457, -1.702, -1.053, 0.122, 0.812, -1.483, -2.008, -0.331, 0.378, -0.862, -1.296, -1.647, 1.121, -0.858, 0.535, 0.263, 0.121, -0.253, -0.028, 0.374, 0.190, 0.451, 0.039, -0.176, -0.256, 0.103, 0.321, -0.455, 0.540, 0.444, 0.146, 0.266, 0.445, 0.196, 0.271, 0.215, 0.060, 0.259, -0.162, 0.352, -0.259, 0.353, 0.232, 0.070, 0.357, 0.349, 0.417, -0.139, -0.040, 0.346, -0.352, 0.515, 0.309, 0.311, -0.431, 0.344, -0.530, 0.439, -0.648, 0.161, 0.313, 0.338, -0.662, 0.444, -0.273, 0.377, -0.029, -0.548, 0.275, 0.464, 0.262, 0.127, 0.249, 0.388, 0.015, 0.349, 0.385, 0.276, 0.229, 0.400, 0.420, 0.339, 0.519, 0.244, 0.199, 0.352, 0.593, 0.246, 0.306, 0.240, 0.177]
}